A structure of composition C37H29F15GeN2NiSSi. Source: the OMol25 dataset; level of theory: ωB97M-V/def2-TZVPD.

Geometry as XYZ:
```
87
C37H29F15GeN2NiSSi (ωB97M-V/def2-TZVPD)
Ni 1.15 -0.53 -0.12
C 2.07 -3.28 2.71
C 2.58 -2.04 3.44
C 3.86 -2.35 4.21
C 2.74 -0.90 2.46
C 3.89 -0.71 1.72
C 3.96 0.30 0.77
C 2.90 1.18 0.53
C 3.10 2.30 -0.46
C 1.75 1.04 1.34
C 1.68 -0.02 2.26
H 1.89 -4.10 3.41
H 2.81 -3.62 1.97
H 1.14 -3.08 2.16
H 1.82 -1.74 4.16
H 4.59 -2.87 3.58
H 3.64 -3.01 5.05
H 4.33 -1.45 4.61
H 4.74 -1.36 1.86
H 4.86 0.42 0.18
H 2.21 2.45 -1.06
H 3.93 2.06 -1.13
H 3.33 3.23 0.06
H 0.95 1.77 1.31
H 0.80 -0.13 2.88
C -2.12 -1.58 0.96
C -1.24 -2.50 0.19
C -1.65 -3.75 -0.23
C -0.76 -4.54 -0.96
C 0.51 -4.10 -1.25
C 0.89 -2.82 -0.79
N 0.01 -2.09 -0.07
N 2.03 -2.13 -0.96
Si 3.36 -2.69 -1.92
C 2.82 -2.92 -3.68
C 4.03 -4.31 -1.28
C 4.73 -1.45 -1.92
H -2.70 -2.12 1.71
H -2.82 -1.09 0.28
H -1.53 -0.81 1.45
H -2.65 -4.09 0.01
H -1.07 -5.52 -1.29
H 1.20 -4.71 -1.83
H 1.98 -3.60 -3.77
H 3.65 -3.32 -4.26
H 2.53 -1.96 -4.12
H 3.50 -5.17 -1.69
H 3.97 -4.37 -0.19
H 5.08 -4.42 -1.56
H 4.37 -0.46 -2.19
H 5.47 -1.76 -2.67
H 5.24 -1.40 -0.96
F -3.30 -0.03 -2.51
C -3.38 1.18 -3.08
C -2.91 2.31 -2.42
C -3.04 3.51 -3.10
F -2.60 4.67 -2.58
C -3.62 3.59 -4.36
F -3.73 4.77 -4.98
C -4.08 2.45 -4.97
F -4.64 2.52 -6.17
C -3.96 1.23 -4.33
F -4.42 0.13 -4.92
Ge -2.00 2.07 -0.70
S -0.29 0.87 -1.26
C -3.25 1.29 0.60
C -2.77 1.15 1.89
F -1.48 1.43 2.17
C -3.53 0.69 2.94
F -3.02 0.54 4.16
C -4.85 0.36 2.70
F -5.61 -0.10 3.70
C -5.38 0.49 1.44
F -6.65 0.18 1.22
C -4.58 0.96 0.41
F -5.18 1.10 -0.78
C -1.88 3.84 0.15
C -3.07 4.52 0.37
F -4.23 3.99 -0.04
C -3.14 5.75 1.00
F -4.30 6.36 1.19
C -1.97 6.35 1.42
F -2.01 7.53 2.03
C -0.76 5.71 1.22
F 0.37 6.28 1.64
C -0.74 4.48 0.60
F 0.47 3.93 0.47
```

Calculated values
charge = 0
orbital gap (alpha / beta) = 6.7 / 6.6 eV
E_LUMO (alpha / beta) = -0.049 / -0.052 hartree
E_HOMO (alpha / beta) = -8.05 / -8.05 eV
ΔE to the lowest compared entry with this formula, charge and spin = 0.00 kJ/mol

Mulliken atomic charge list, values in e, 2 entries: Ni 0.0882; C -0.8843

=====

A structure of composition C38H33Cl4CuF12N7O18S4. Source: the OMol25 dataset; level of theory: ωB97M-V/def2-TZVPD.

Geometry as XYZ:
```
117
C38H33Cl4CuF12N7O18S4 (ωB97M-V/def2-TZVPD)
Cu -2.18 0.73 1.74
C -5.25 2.54 3.73
F -4.31 3.39 3.33
F -5.16 2.40 5.03
F -6.43 3.01 3.38
S -4.95 0.95 2.73
O -6.10 0.11 2.73
O -4.56 1.42 1.43
N -3.40 0.42 3.36
S -3.84 -0.72 4.39
O -4.67 -0.19 5.44
O -4.33 -1.90 3.73
C -2.25 -1.15 5.35
F -2.57 -2.13 6.19
F -1.30 -1.60 4.56
F -1.85 -0.11 6.05
C 0.45 -1.29 -0.59
F 1.28 -1.67 -1.54
F -0.46 -2.21 -0.42
F 1.09 -1.11 0.54
S -0.37 0.35 -1.16
O 0.45 1.44 -0.66
O -0.61 0.35 -2.57
N -1.80 0.30 -0.27
S -2.93 -0.37 -1.18
O -2.52 -1.46 -2.04
O -4.03 -0.66 -0.29
C -3.50 1.02 -2.33
F -4.82 1.06 -2.24
F -2.99 2.19 -1.98
F -3.24 0.78 -3.59
Cl 1.87 4.60 -3.72
C 2.23 3.09 -2.86
C 3.40 2.43 -3.54
Cl 3.39 0.67 -3.07
H 1.33 2.49 -2.87
H 2.38 3.35 -1.81
H 4.37 2.84 -3.24
H 3.41 2.50 -4.62
Cl -2.43 -5.76 -4.29
C -2.14 -4.15 -3.55
C -0.67 -3.74 -3.59
Cl 0.27 -4.65 -2.40
H -2.51 -4.32 -2.54
H -2.76 -3.41 -4.04
H -0.68 -2.68 -3.36
H -0.34 -3.92 -4.61
C 1.25 5.95 -0.59
C 0.02 6.09 -1.22
C -1.06 5.38 -0.74
C -0.96 4.51 0.33
C 0.26 4.38 0.98
C 1.36 5.09 0.52
N -2.12 3.76 0.76
O -3.16 3.97 0.20
O -1.96 2.89 1.61
H 2.08 6.56 -0.91
H -0.10 6.72 -2.08
H -2.01 5.58 -1.22
H 0.38 3.73 1.83
H 2.27 5.06 1.11
C 3.38 -1.84 5.31
C 3.22 -0.56 5.83
C 2.41 0.31 5.09
C 1.69 -0.12 3.99
C 1.72 -1.46 3.61
C 2.58 -2.31 4.27
N 0.77 0.81 3.35
O -0.17 0.36 2.71
O 0.95 1.98 3.49
H 3.99 -2.54 5.88
H 3.66 -0.16 6.73
H 2.37 1.34 5.42
H 1.18 -1.83 2.74
H 2.60 -3.37 4.06
C -4.26 -5.60 -0.73
C -2.94 -5.98 -0.39
C -2.17 -5.15 0.37
C -2.68 -3.91 0.76
C -3.98 -3.52 0.54
C -4.74 -4.40 -0.23
N -1.84 -3.06 1.62
O -2.18 -1.89 1.69
O -0.91 -3.56 2.20
H -4.91 -6.31 -1.22
H -2.62 -6.96 -0.72
H -1.14 -5.33 0.61
H -4.47 -2.70 1.03
H -5.78 -4.11 -0.37
C 3.73 1.47 0.83
C 4.32 2.16 1.86
C 5.01 1.48 2.86
C 5.07 0.10 2.82
C 4.57 -0.59 1.71
C 3.95 0.10 0.69
N 5.87 -0.64 3.79
O 6.30 0.00 4.73
O 6.03 -1.83 3.69
H 3.19 2.04 0.08
H 4.31 3.24 1.86
H 5.57 2.06 3.58
H 4.52 -1.67 1.67
H 3.44 -0.43 -0.11
C 3.80 -0.27 -6.80
C 3.17 0.96 -6.97
C 1.87 1.11 -6.51
C 1.21 0.06 -5.88
C 1.79 -1.19 -5.77
C 3.09 -1.33 -6.27
N -0.20 0.29 -5.49
O -0.59 1.43 -5.52
O -0.85 -0.69 -5.23
H 4.78 -0.46 -7.22
H 3.74 1.81 -7.31
H 1.40 2.07 -6.66
H 1.33 -2.01 -5.24
H 3.60 -2.28 -6.16
```

Calculated values
expectation value of S² = 0.75
charge = 0
orbital gap (alpha / beta) = 8.3 / 6.2 eV
E_LUMO (alpha / beta) = -0.058 / -0.132 hartree
E_HOMO (alpha / beta) = -9.83 / -9.83 eV
2S+1 = 2
ΔE to the lowest compared entry with this formula, charge and spin = 0.00 kJ/mol

Mulliken atomic charge list, values in e, 2 entries: Cu 2.1973; C 0.6067

=====

A structure of composition C19H24BiF4N2O6PS2. Source: the OMol25 dataset; level of theory: ωB97M-V/def2-TZVPD.

Geometry as XYZ:
```
59
C19H24BiF4N2O6PS2 (ωB97M-V/def2-TZVPD)
Bi -0.64 -0.45 -1.08
C -3.01 1.83 -2.51
N -1.70 2.00 -1.87
C -1.78 2.79 -0.64
C -0.70 2.53 -2.79
C 0.46 1.53 -2.99
N 0.84 0.97 -1.72
C 2.19 0.72 -1.48
C 2.80 1.09 -0.27
F 2.07 1.78 0.59
C 4.12 0.84 -0.02
F 4.66 1.15 1.16
C 4.91 0.20 -0.98
C 4.36 -0.12 -2.18
F 5.09 -0.71 -3.14
C 3.00 0.11 -2.41
F 2.43 -0.31 -3.55
H -3.44 2.80 -2.79
H -2.88 1.23 -3.40
H -3.70 1.31 -1.83
H -2.16 3.80 -0.85
H -2.44 2.28 0.07
H -0.79 2.87 -0.19
H -1.13 2.76 -3.77
H -0.23 3.42 -2.37
H 0.17 0.80 -3.76
H 1.30 2.00 -3.49
H 5.94 0.03 -0.81
O -0.83 -1.33 2.76
S 0.19 -0.48 2.23
O 0.50 0.68 2.99
O -0.10 0.03 0.86
C 1.70 -1.44 2.07
C 2.71 -1.05 2.95
C 3.91 -1.73 2.99
C 4.14 -2.81 2.13
C 3.13 -3.19 1.27
C 1.91 -2.55 1.24
S 0.83 -3.07 -0.08
O -0.51 -3.05 0.46
O 1.41 -4.22 -0.70
O 1.03 -1.92 -1.06
H 2.55 -0.22 3.58
H 4.66 -1.42 3.68
H 5.09 -3.35 2.17
H 3.28 -3.99 0.54
C -3.48 0.66 2.39
P -3.58 -0.26 0.84
C -5.22 0.29 0.28
C -3.95 -1.88 1.59
H -4.42 0.52 2.92
H -3.31 1.71 2.19
H -2.65 0.25 2.98
H -5.89 0.16 1.14
H -5.53 -0.31 -0.57
H -5.18 1.35 0.00
H -4.79 -1.75 2.30
H -3.09 -2.25 2.14
H -4.21 -2.63 0.83
```

Calculated values
charge = 0
orbital gap = 8.2 eV
E_LUMO = -0.013 hartree
E_HOMO = -8.56 eV
ΔE to the lowest compared entry with this formula, charge and spin = 97.30 kJ/mol

natural (NBO) atomic charge list, values in e, 2 entries: Bi 2.0374; C -0.4177

=====

An isolated molecule of C7H8N4O3. Source: the OMol25 dataset; level of theory: ωB97M-V/def2-TZVPD.

Geometry as XYZ:
```
22
C7H8N4O3 (ωB97M-V/def2-TZVPD)
C 2.85 1.16 0.88
C 0.70 -0.78 -0.01
C -0.46 -0.22 0.20
C 1.73 1.28 0.02
C 1.90 1.29 -1.48
C -2.56 -0.23 1.33
C -1.91 -0.73 0.14
N 3.75 0.95 1.54
N -0.49 1.10 0.58
N 0.59 1.72 0.53
N 1.31 -1.96 -0.27
O 1.97 -2.06 -1.30
O 1.09 -2.87 0.54
O -2.37 -0.20 -1.08
H 2.80 0.69 -1.80
H 1.96 2.33 -1.73
H 0.94 0.81 -2.00
H -3.75 -0.49 1.23
H -2.48 0.85 1.34
H -2.19 -0.68 2.35
H -1.96 -1.77 0.08
H -3.41 -0.19 -1.10
```

Calculated values
charge = 0
orbital gap (alpha / beta) = 8.0 / 8.0 eV
E_LUMO (alpha / beta) = -0.064 / -0.064 hartree
E_HOMO (alpha / beta) = -9.77 / -9.77 eV
ΔE to the lowest compared entry with this formula, charge and spin = 793.27 kJ/mol

natural (NBO) atomic charge list, values in e, 2 entries: C 0.2098; C 0.1561

=====

A structure of composition C36H82AgF9N4O14. Source: the OMol25 dataset; level of theory: ωB97M-V/def2-TZVPD.

Geometry as XYZ:
```
146
C36H82AgF9N4O14 (ωB97M-V/def2-TZVPD)
Ag -2.34 -16.23 0.88
C 0.52 -15.37 -0.42
O -0.19 -14.29 -1.05
O -0.30 -16.56 -0.58
C 1.96 -15.62 -0.93
F 2.72 -14.52 -0.78
F 2.55 -16.48 -0.14
F 2.17 -16.12 -2.15
C 0.17 -12.92 -0.76
C -0.89 -12.17 -1.46
H -0.66 -11.11 -1.55
H -1.01 -12.52 -2.48
H -1.88 -12.36 -1.06
H 1.09 -12.49 -1.16
H 0.14 -12.57 0.27
H 0.44 -14.90 0.56
C -0.95 -15.81 4.17
O -1.32 -14.54 4.75
O -1.90 -16.28 3.26
C 0.62 -16.00 3.90
F 1.13 -15.20 2.99
F 1.31 -15.78 4.98
F 0.93 -17.28 3.52
C -0.78 -14.03 5.98
C -1.84 -13.55 6.86
H -2.63 -14.24 7.14
H -1.44 -13.10 7.77
H -2.27 -12.78 6.22
H 0.00 -13.29 5.81
H -0.23 -14.79 6.54
H -0.99 -16.44 5.06
C -1.13 -6.84 -0.11
O -1.38 -6.86 -1.52
O -2.43 -6.67 0.46
C -0.18 -8.06 0.45
F 0.61 -7.54 1.33
F -0.77 -9.16 1.01
F 0.61 -8.60 -0.51
C -0.29 -6.52 -2.38
C -0.72 -5.23 -3.06
H -0.06 -4.96 -3.88
H -1.70 -5.29 -3.54
H -0.69 -4.42 -2.33
H -0.26 -7.19 -3.23
H 0.71 -6.31 -2.00
H -0.50 -5.95 -0.02
C 0.06 -22.86 2.34
O -0.18 -21.80 1.44
C 0.77 -20.75 1.68
C 0.21 -19.52 1.05
N 0.26 -19.51 -0.50
H -0.04 -18.56 -0.68
H 1.21 -19.61 -0.80
C -0.60 -20.45 -1.34
C -0.17 -20.38 -2.81
O -0.62 -19.26 -3.62
C -1.88 -19.08 -4.12
H 0.97 -23.45 2.27
H -0.76 -23.56 2.20
H -0.08 -22.64 3.40
H 1.78 -20.99 1.36
H 0.77 -20.54 2.75
H 0.70 -18.60 1.38
H -0.85 -19.34 1.23
H -1.67 -20.30 -1.18
H -0.32 -21.45 -1.00
H -0.34 -21.30 -3.36
H 0.92 -20.29 -2.86
H -2.54 -18.75 -3.32
H -2.26 -19.96 -4.64
H -1.68 -18.36 -4.91
C -1.57 -6.96 3.96
O -2.46 -8.08 4.08
C -3.83 -7.77 3.78
C -4.48 -8.85 2.83
N -3.61 -9.23 1.60
H -3.52 -8.38 1.07
H -2.68 -9.49 1.92
C -4.03 -10.45 0.68
C -3.47 -11.70 1.34
O -2.14 -11.59 1.96
C -1.59 -12.77 2.40
H -1.64 -6.72 2.90
H -0.52 -6.98 4.27
H -1.92 -6.07 4.48
H -3.93 -6.85 3.22
H -4.45 -7.66 4.67
H -5.47 -8.54 2.49
H -4.74 -9.82 3.25
H -3.53 -10.04 -0.20
H -5.11 -10.41 0.50
H -3.47 -12.51 0.61
H -4.26 -11.98 2.04
H -1.61 -13.63 1.72
H -2.08 -13.04 3.33
H -0.55 -12.49 2.57
C -5.13 -17.25 -7.16
O -5.07 -16.53 -5.93
C -5.63 -17.12 -4.82
C -5.42 -16.14 -3.57
N -3.91 -15.86 -3.39
H -3.63 -16.46 -2.63
H -3.45 -16.26 -4.20
C -3.54 -14.36 -3.12
C -4.12 -13.92 -1.75
O -5.53 -14.01 -1.97
C -6.26 -13.40 -0.88
H -4.20 -17.82 -7.19
H -5.11 -16.64 -8.07
H -5.97 -17.94 -7.14
H -5.27 -18.14 -4.67
H -6.68 -17.02 -5.09
H -5.81 -16.38 -2.58
H -5.85 -15.18 -3.86
H -3.99 -13.72 -3.89
H -2.46 -14.17 -3.09
H -3.71 -12.92 -1.64
H -3.70 -14.53 -0.94
H -5.96 -12.35 -0.86
H -5.96 -13.71 0.12
H -7.32 -13.28 -1.12
C 3.56 -12.33 -3.60
O 2.79 -13.41 -4.07
C 1.50 -13.05 -4.53
C 0.69 -14.33 -4.67
N 1.38 -15.17 -5.73
H 1.48 -14.78 -6.65
H 2.35 -15.35 -5.52
C 0.72 -16.60 -5.80
C 1.87 -17.65 -5.77
O 2.84 -17.24 -4.85
C 3.54 -18.20 -4.13
H 2.99 -11.58 -3.06
H 4.16 -11.94 -4.42
H 4.39 -12.68 -2.97
H 1.53 -12.63 -5.54
H 0.99 -12.31 -3.91
H -0.30 -14.01 -4.99
H 0.66 -14.96 -3.78
H 0.35 -16.69 -6.82
H -0.06 -16.90 -5.10
H 2.35 -17.76 -6.74
H 1.46 -18.60 -5.41
H 4.05 -17.81 -3.25
H 4.37 -18.63 -4.70
H 2.82 -18.88 -3.68
```

Calculated values
expectation value of S² = 0.75
charge = +3
orbital gap (alpha / beta) = 6.1 / 4.3 eV
E_LUMO (alpha / beta) = -0.260 / -0.328 hartree
E_HOMO (alpha / beta) = -13.18 / -13.18 eV
2S+1 = 2

Mulliken atomic charge list, values in e, 2 entries: Ag 0.5972; C -0.2430

=====

An isolated molecule of C2H7N3O. Source: the OMol25 dataset; level of theory: ωB97M-V/def2-TZVPD.

Geometry as XYZ:
```
13
C2H7N3O (ωB97M-V/def2-TZVPD)
H -2.37 -0.50 0.89
N -1.76 0.09 0.08
C -0.53 0.02 0.00
C 0.08 1.27 -0.82
O -1.11 1.85 -1.19
N 0.29 -1.05 0.55
N 1.81 -0.94 0.39
H 1.00 1.10 -1.32
H 0.49 1.83 0.12
H -1.85 1.06 -0.95
H -0.08 -2.04 0.73
H 2.01 -1.75 0.05
H 2.00 -0.95 1.48
```

Calculated values
charge = 0
orbital gap = 9.7 eV
structure (SMILES) = [H]/N=C(/CO)NN
E_LUMO = 0.025 hartree
E_HOMO = -9.05 eV
ΔE to the lowest compared entry with this formula, charge and spin = 494.01 kJ/mol

natural (NBO) atomic charge list, values in e, 2 entries: H 0.3888; N -0.7703

=====

An isolated molecule of C6H12N2. Source: the OMol25 dataset; level of theory: ωB97M-V/def2-TZVPD.

Geometry as XYZ:
```
20
C6H12N2 (ωB97M-V/def2-TZVPD)
C 0.09 -1.22 -1.39
C 0.56 -0.14 -0.41
C 1.57 -0.64 0.59
C -0.18 0.02 0.91
C -1.56 0.46 0.47
C -1.17 1.50 -0.58
H 0.63 -1.09 -2.32
H 0.39 -2.20 -0.99
H -0.99 -1.29 -1.46
H 2.34 -1.38 0.31
H 2.22 0.19 1.00
H 0.28 -1.99 1.36
H 0.24 0.95 1.37
H -2.29 0.82 1.23
H -2.04 -0.38 -0.04
H -1.81 1.47 -1.44
H -1.17 2.52 -0.09
H 0.89 1.81 -0.68
N 0.53 -1.01 1.62
N 0.25 1.12 -1.02
```

Calculated values
charge = 0
orbital gap = 9.5 eV
E_LUMO = 0.041 hartree
E_HOMO = -8.37 eV
ΔE to the lowest compared entry with this formula, charge and spin = 295.61 kJ/mol

natural (NBO) atomic charge list, values in e, 2 entries: C -0.6153; C 0.0371

=====

What is the formula in the first record? C37H29F15GeN2NiSSi